Record 1
ORCA calculation (wB97M-V/def2-TZVPD) on a cluster of 2 separate species, C3H10IN2O in total in a non-equilibrium geometry.

Atoms and positions in Å:
C  1.192  2.302  0.264
C  -1.891  -1.430  0.328
C  1.375  -0.273  0.003
N  -2.812  -2.255  -0.152
N  0.928  1.036  -0.616
O  -1.290  -0.576  -0.268
I  3.600  -0.404  0.049
H  0.783  1.909  1.218
H  2.156  2.754  0.402
H  0.523  2.993  -0.155
H  -1.815  -1.681  1.453
H  1.065  -0.390  0.983
H  -3.005  -2.222  -1.131
H  -3.119  -2.937  0.577
H  1.298  1.128  -1.542
H  -0.070  1.053  -0.752
H  1.081  -1.008  -0.659

Atomic forces in eV per Å
C -1.48 -2.34 0.77
C -0.92 -1.30 2.49
C 2.61 2.00 -1.51
N 0.18 -0.61 1.52
N 1.71 0.84 1.64
O 0.75 1.10 -0.63
I -1.33 0.26 -0.06
H 0.39 0.86 -0.31
H 0.78 -0.69 -0.53
H -0.82 1.23 -0.28
H 0.58 0.88 -1.14
H -0.85 0.01 1.61
H -0.58 -0.55 -0.39
H -0.19 0.59 -1.89
H 0.74 0.04 -0.66
H -0.94 -0.68 0.29
H -0.65 -1.63 -0.94

Computed properties:
total charge: +1
LUMO energy: -3.40 eV
molecular weight: 217.0 g/mol
max |F|: 0.0703 hartree/bohr
energy: -602.4917 hartree



Record 2
ORCA calculation (wB97M-V/def2-TZVPD) on a structure of composition C12H10AsMnN5O6S.

Atoms and positions in Å:
Mn  0.198  -0.243  0.191
N  -0.966  3.687  0.806
C  0.049  2.831  0.780
N  -0.438  1.644  0.453
C  -1.784  1.850  0.319
N  -2.141  3.085  0.526
C  -2.587  0.683  -0.041
C  -3.953  0.653  -0.247
N  -4.569  -0.477  -0.582
C  -3.834  -1.566  -0.720
C  -2.452  -1.564  -0.523
N  -1.843  -0.435  -0.180
H  -0.942  4.676  1.009
H  1.081  3.069  0.984
H  -4.553  1.547  -0.139
H  -4.339  -2.482  -0.998
H  -1.833  -2.442  -0.646
O  -0.011  -2.783  1.963
As  1.058  -3.173  0.622
O  0.866  -4.675  0.086
O  0.511  -1.897  -0.449
C  2.886  -2.736  1.037
C  3.707  -3.854  0.998
C  5.077  -3.744  1.220
C  5.637  -2.509  1.476
C  4.828  -1.376  1.513
C  3.468  -1.486  1.294
S  2.546  0.021  1.367
O  1.251  -0.303  2.030
O  3.344  1.040  1.952
O  2.085  0.346  -0.044
H  -0.317  -3.598  2.386
H  3.268  -4.820  0.778
H  5.695  -4.630  1.189
H  6.699  -2.410  1.649
H  5.254  -0.405  1.722

Atomic forces in eV per Å
Mn 0.26 -0.22 -0.41
N 0.05 -0.02 0.11
C 0.00 -0.01 -0.13
N -0.05 0.19 0.15
C 0.04 0.00 -0.04
N -0.06 -0.02 -0.07
C 0.04 -0.08 -0.02
C 0.05 0.01 0.03
N -0.06 0.02 -0.01
C 0.09 -0.09 -0.02
C -0.01 0.05 0.01
N -0.01 0.07 0.08
H -0.02 -0.01 0.02
H 0.02 0.00 -0.01
H 0.02 0.02 0.00
H 0.00 0.00 0.00
H -0.02 0.00 0.01
O 0.04 -0.10 0.00
As 0.06 0.43 0.00
O -0.07 -0.11 -0.08
O -0.11 0.07 0.38
C 0.03 -0.08 0.01
C 0.01 -0.07 -0.01
C -0.05 0.03 0.00
C -0.06 0.04 0.00
C 0.11 0.02 0.02
C -0.05 0.09 0.03
S -0.06 -0.17 -0.10
O -0.01 -0.06 0.00
O -0.03 0.06 0.03
O -0.11 -0.06 0.05
H 0.01 0.00 -0.02
H -0.02 0.01 0.00
H 0.00 0.00 0.00
H 0.00 0.00 0.00
H -0.01 0.00 0.00

Computed properties:
total charge: +1
spin multiplicity: 5
LUMO energy (alpha / beta): -5.12 / -4.87 eV
molecular weight: 482.2 g/mol
max |F|: 0.0104 hartree/bohr
energy: -4973.3150 hartree



Record 3
ORCA calculation (wB97M-V/def2-TZVPD) on the molecule C4H9NO.

Atoms and positions in Å:
C  -0.431  0.640  1.546
N  -0.175  0.660  0.100
C  0.853  1.322  -0.362
C  -0.840  -0.286  -0.680
C  0.426  -1.615  -0.819
O  0.063  -2.577  -1.526
H  -1.269  1.304  1.773
H  0.462  0.967  2.080
H  -0.677  -0.381  1.843
H  1.461  1.905  0.320
H  1.182  -0.854  -1.211
H  1.015  1.360  -1.432
H  -0.989  0.018  -1.713
H  -1.727  -0.689  -0.197
H  0.648  -1.774  0.278

Atomic forces in eV per Å
C 0.01 -0.02 0.12
N 0.44 -0.04 -0.19
C -0.26 -0.05 0.13
C -0.12 0.06 -0.03
C 0.11 0.15 0.06
O 0.03 0.20 0.20
H 0.10 -0.11 -0.05
H -0.16 -0.03 -0.08
H 0.03 0.17 -0.05
H -0.12 -0.13 -0.12
H -0.13 -0.18 0.02
H -0.05 0.00 0.17
H 0.07 -0.08 0.15
H 0.11 0.07 -0.07
H -0.07 -0.01 -0.25

Computed properties:
LUMO energy (alpha / beta): -0.15 / -0.15 eV
molecular weight: 87.1 g/mol
max |F|: 0.0093 hartree/bohr
energy: -287.6727 hartree



Record 4
ORCA calculation (wB97M-V/def2-TZVPD) on the molecule C3H2N2O2 in a non-equilibrium geometry.

Atoms and positions in Å:
O  1.711  -1.318  -0.063
C  0.885  -0.425  -0.110
C  1.093  1.053  0.084
N  -0.068  1.606  0.106
N  -1.029  0.865  -0.332
C  -0.737  -0.449  0.020
O  -1.649  -1.313  0.171
H  1.881  1.692  0.629
H  -2.144  0.981  0.128

Atomic forces in eV per Å
O -2.05 1.37 -0.53
C 1.64 -1.07 2.02
C 0.09 0.90 1.17
N 2.45 3.69 0.86
N -6.81 -2.70 1.81
C -2.89 -4.10 -1.82
O 4.23 3.02 -0.21
H -0.75 -1.66 -1.44
H 4.09 0.55 -1.85

Computed properties:
LUMO energy: -1.58 eV
structure (SMILES): O=C1C=NNC1=O
molecular weight: 98.1 g/mol
max |F|: 0.1468 hartree/bohr
energy: -375.3984 hartree



Copy entry 3 word for word.
ORCA calculation (wB97M-V/def2-TZVPD) on the molecule C4H9NO.

Atoms and positions in Å:
C  -0.431  0.640  1.546
N  -0.175  0.660  0.100
C  0.853  1.322  -0.362
C  -0.840  -0.286  -0.680
C  0.426  -1.615  -0.819
O  0.063  -2.577  -1.526
H  -1.269  1.304  1.773
H  0.462  0.967  2.080
H  -0.677  -0.381  1.843
H  1.461  1.905  0.320
H  1.182  -0.854  -1.211
H  1.015  1.360  -1.432
H  -0.989  0.018  -1.713
H  -1.727  -0.689  -0.197
H  0.648  -1.774  0.278

Atomic forces in eV per Å
C 0.01 -0.02 0.12
N 0.44 -0.04 -0.19
C -0.26 -0.05 0.13
C -0.12 0.06 -0.03
C 0.11 0.15 0.06
O 0.03 0.20 0.20
H 0.10 -0.11 -0.05
H -0.16 -0.03 -0.08
H 0.03 0.17 -0.05
H -0.12 -0.13 -0.12
H -0.13 -0.18 0.02
H -0.05 0.00 0.17
H 0.07 -0.08 0.15
H 0.11 0.07 -0.07
H -0.07 -0.01 -0.25

Computed properties:
LUMO energy (alpha / beta): -0.15 / -0.15 eV
molecular weight: 87.1 g/mol
max |F|: 0.0093 hartree/bohr
energy: -287.6727 hartree



Question: What is the formula in the third record?
Answer: C4H9NO